Record 1
Density functional theory data (ωB97M-V/def2-TZVPD) for a single C5H9NO molecule at a distorted geometry.

HOMO (eV): -7.822
Net charge: 0
Maximum force (eV Å⁻¹): 4.17
ΔE to the lowest compared entry with this formula, charge and spin (kcal per mole): 56.53
Frontier orbital gap (eV): 8.52
SMILES: CC1=C(O)[C@H](N)C1

Structure (XYZ):
```
16
Properties=species:S:1:pos:R:3:lowdin_charge:R:1
C -2.09 -0.96 0.63 -0.04
C -0.80 -0.25 0.32 -0.23
C -0.08 -0.09 -0.82 -0.35
O -0.13 -0.64 -2.00 0.11
C 0.87 0.92 -0.23 -0.28
N 2.26 0.55 -0.35 0.03
C 0.18 0.47 1.19 -0.07
H -2.84 -0.74 -0.14 0.07
H -2.47 -0.71 1.62 0.07
H -1.95 -2.05 0.56 0.07
H 0.54 -0.22 -2.56 0.13
H 0.66 1.97 -0.43 0.14
H 2.80 1.07 -1.02 0.06
H 2.43 -0.46 -0.36 0.09
H -0.21 1.29 1.81 0.09
H 0.85 -0.16 1.79 0.10
```


Record 2
Density functional theory data (ωB97M-V/def2-TZVPD) for a molecular structure, C50H60BN9P2PtSe2 at a distorted geometry.

HOMO (alpha / beta) (eV): -7.588 / -7.588
Net charge: 0
Maximum force (eV Å⁻¹): 1.10
ΔE to the lowest compared entry with this formula, charge and spin (kcal per mole): 0.00
Frontier orbital gap (alpha / beta) (eV): 7.79 / 7.79

Structure (XYZ):
```
125
Properties=species:S:1:pos:R:3:lowdin_charge:R:1
Pt -0.17 0.36 0.10 0.96
C 1.46 -3.24 3.74 -0.02
C 0.89 -1.91 3.36 -0.26
C 0.53 -0.88 4.19 0.02
C 0.05 0.15 3.37 -0.21
N 0.13 -0.25 2.08 -0.03
N 0.65 -1.53 2.10 0.04
B 0.99 -2.39 0.87 -0.52
N 2.10 -1.64 0.11 0.04
N 1.98 -0.29 -0.08 0.03
C 3.13 0.13 -0.61 -0.22
C 4.00 -0.97 -0.75 0.03
C 3.31 -2.07 -0.29 -0.25
C 3.77 -3.49 -0.21 -0.01
C 3.48 1.59 -0.85 -0.54
C 2.77 2.09 -2.10 -0.03
C 3.06 2.43 0.36 -0.04
C 4.99 1.71 -1.05 -0.06
N -0.28 -2.64 0.04 0.03
N -1.26 -1.69 0.01 0.03
C -2.31 -2.24 -0.60 -0.25
C -2.01 -3.57 -0.95 0.03
C -0.71 -3.78 -0.54 -0.26
C 0.14 -5.00 -0.70 -0.01
C -3.66 -1.56 -0.69 -0.53
C -4.08 -1.07 0.70 -0.04
C -3.59 -0.36 -1.65 -0.07
C -4.69 -2.55 -1.22 -0.06
C -0.44 1.46 3.97 -0.55
C 0.69 2.07 4.80 -0.04
C -0.89 2.46 2.94 -0.16
C -1.64 1.13 4.89 -0.04
H 1.53 -3.29 4.83 0.08
H 2.46 -3.37 3.33 0.08
H 0.84 -4.06 3.40 0.09
H 0.60 -0.87 5.27 0.12
H 1.42 -3.44 1.24 0.10
H 5.00 -0.96 -1.15 0.11
H 4.86 -3.52 -0.20 0.08
H 3.42 -4.07 -1.08 0.09
H 3.40 -3.99 0.68 0.06
H 1.69 2.02 -1.97 0.04
H 3.04 1.51 -2.98 0.10
H 3.03 3.14 -2.28 0.08
H 1.99 2.38 0.53 0.04
H 3.33 3.48 0.19 0.08
H 3.57 2.08 1.27 0.09
H 5.31 1.18 -1.95 0.09
H 5.54 1.32 -0.19 0.09
H 5.25 2.77 -1.17 0.09
H -2.64 -4.28 -1.46 0.11
H -0.50 -5.88 -0.82 0.08
H 0.79 -5.17 0.16 0.07
H 0.77 -4.92 -1.59 0.09
H -3.35 -0.36 1.09 0.06
H -4.14 -1.91 1.40 0.09
H -5.06 -0.58 0.66 0.09
H -2.93 0.41 -1.25 0.00
H -4.59 0.08 -1.78 0.09
H -3.20 -0.68 -2.62 0.05
H -4.78 -3.43 -0.57 0.09
H -4.43 -2.89 -2.23 0.09
H -5.67 -2.06 -1.27 0.08
H 1.52 2.38 4.15 0.09
H 1.08 1.37 5.54 0.08
H 0.32 2.96 5.33 0.09
H -0.12 2.65 2.20 0.03
H -1.15 3.41 3.42 0.10
H -1.78 2.09 2.43 -0.01
H -1.35 0.46 5.70 0.08
H -2.45 0.66 4.32 0.09
H -2.02 2.06 5.33 0.09
Se -0.90 2.94 -6.39 0.38
P -1.69 1.17 -5.57 0.59
C -3.50 1.23 -5.43 -0.33
C -4.21 2.23 -6.08 -0.11
C -5.60 2.24 -6.03 -0.09
C -6.28 1.26 -5.31 -0.09
C -5.57 0.27 -4.65 -0.07
C -4.19 0.24 -4.71 -0.10
C -1.39 -0.29 -6.62 -0.33
C -0.91 -0.08 -7.91 -0.11
C -0.74 -1.15 -8.78 -0.08
C -1.06 -2.43 -8.37 -0.08
C -1.54 -2.65 -7.08 -0.08
C -1.70 -1.59 -6.21 -0.09
C -1.06 0.72 -3.93 -0.39
C -0.88 1.41 -2.74 -0.42
N -0.32 0.51 -1.89 -0.26
N -0.14 -0.66 -2.51 0.01
N -0.57 -0.54 -3.74 0.03
P -1.28 2.99 -2.02 0.69
Se -1.76 2.57 0.02 0.56
C 0.10 4.15 -2.16 -0.36
C 0.52 4.85 -1.04 -0.10
C 1.56 5.77 -1.14 -0.07
C 2.18 5.99 -2.36 -0.08
C 1.76 5.28 -3.49 -0.07
C 0.73 4.36 -3.39 -0.12
C -2.71 3.71 -2.85 -0.34
C -3.95 3.09 -2.64 -0.10
C -5.11 3.67 -3.13 -0.08
C -5.04 4.87 -3.83 -0.08
C -3.81 5.48 -4.05 -0.06
C -2.64 4.90 -3.56 -0.08
H -3.67 2.99 -6.63 0.06
H -6.15 3.02 -6.54 0.11
H -7.37 1.28 -5.26 0.11
H -6.10 -0.50 -4.08 0.11
H -3.64 -0.54 -4.21 0.07
H -0.66 0.93 -8.22 0.04
H -0.36 -0.97 -9.78 0.10
H -0.93 -3.27 -9.05 0.10
H -1.78 -3.66 -6.75 0.10
H -2.04 -1.78 -5.20 0.08
H 0.04 4.68 -0.08 0.06
H 1.89 6.31 -0.26 0.11
H 3.00 6.69 -2.44 0.11
H 2.25 5.44 -4.45 0.11
H 0.42 3.80 -4.26 0.00
H -4.00 2.16 -2.08 0.07
H -6.06 3.20 -2.95 0.11
H -5.95 5.33 -4.20 0.11
H -3.76 6.42 -4.60 0.11
H -1.69 5.39 -3.72 0.10
```


Record 3
Density functional theory data (ωB97M-V/def2-TZVPD) for a single C3H6N2S2 molecule at a distorted geometry.

HOMO (eV): -8.808
Net charge: 0
Maximum force (eV Å⁻¹): 2.04
ΔE to the lowest compared entry with this formula, charge and spin (kcal per mole): 10.21
Frontier orbital gap (eV): 8.94
SMILES: [H]/N=C\NC(=S)SC

Structure (XYZ):
```
13
Properties=species:S:1:pos:R:3:lowdin_charge:R:1
H -2.52 1.22 0.00 -0.03
N -3.13 0.39 0.00 0.10
C -2.46 -0.67 0.00 -0.29
N -1.06 -0.88 0.00 -0.08
C -0.04 0.03 -0.01 -1.11
S -0.17 1.65 0.00 0.70
S 1.51 -0.85 0.00 0.85
C 2.72 0.48 -0.01 -0.42
H -2.98 -1.66 0.00 0.12
H -0.77 -1.85 -0.01 0.10
H 2.62 1.11 0.87 0.04
H 3.65 0.00 0.01 0.02
H 2.62 1.05 -0.87 0.00
```


Record 4
Density functional theory data (ωB97M-V/def2-TZVPD) for 2 unconnected molecules or ions with the total composition C4H13N2O2 at a distorted geometry.

HOMO (eV): -13.352
Net charge: +1
Maximum force (eV Å⁻¹): 2.29
ΔE to the lowest compared entry with this formula, charge and spin (kcal per mole): 131.10
Frontier orbital gap (eV): 5.83

Structure (XYZ):
```
21
Properties=species:S:1:pos:R:3:lowdin_charge:R:1
N 0.69 -0.70 1.29 0.11
C 0.90 0.47 0.45 -0.37
C -0.19 1.34 0.12 0.23
C -1.34 1.10 -0.79 -0.15
O -2.52 0.70 -0.03 -0.02
C 1.66 0.04 -0.89 -0.21
N 2.87 -0.50 -0.43 0.04
H -2.38 1.11 0.84 0.12
H -0.16 -1.25 1.11 0.05
H 0.94 -0.60 2.26 0.10
H 1.66 1.07 0.96 0.15
H -1.09 0.25 -1.43 0.13
H -0.09 2.37 0.49 0.16
H -1.63 1.94 -1.41 0.15
H 1.87 0.97 -1.43 0.14
H 1.06 -0.65 -1.49 0.13
H 2.70 -1.31 0.15 0.09
H 3.56 -0.73 -1.13 0.11
H -1.77 -2.62 -0.22 0.08
H -2.15 -1.12 -0.12 -0.01
O -1.62 -1.79 0.24 -0.02
```


Record 5
Density functional theory data (ωB97M-V/def2-TZVPD) for a single C5H8N2O6S molecule at a distorted geometry.

HOMO (eV): -10.720
Net charge: 0
Maximum force (eV Å⁻¹): 5.68
ΔE to the lowest compared entry with this formula, charge and spin (kcal per mole): 13.94
Frontier orbital gap (eV): 10.38
SMILES: CS(=O)(=O)NC(=O)CNC(=O)C(=O)O

Structure (XYZ):
```
22
Properties=species:S:1:pos:R:3:lowdin_charge:R:1
C -1.79 -3.24 1.63 -0.12
S -0.84 -1.82 2.23 0.65
O -1.77 -0.66 2.19 -0.31
O -0.31 -2.22 3.51 -0.30
N 0.47 -1.57 1.31 -0.04
C 0.30 -0.90 0.15 -0.49
O -0.45 -1.37 -0.71 0.10
C 0.96 0.45 -0.03 -0.03
N 0.42 1.29 -1.17 0.12
C 1.06 2.37 -1.72 -0.39
O 2.17 2.68 -1.28 0.06
C 0.37 3.18 -2.75 -0.35
O -0.61 2.61 -3.28 0.10
O 0.95 4.36 -3.12 0.16
H -2.48 -3.52 2.40 0.06
H -1.28 -4.18 1.39 0.08
H -2.35 -2.92 0.73 0.08
H 1.15 -1.14 1.87 0.11
H 2.01 0.20 -0.08 0.14
H 0.78 0.91 0.95 0.14
H -0.44 1.04 -1.70 0.15
H 1.68 4.44 -2.52 0.09
```


Record 6
Density functional theory data (ωB97M-V/def2-TZVPD) for a molecular structure, ClPt at a distorted geometry.

HOMO (alpha / beta) (eV): -17.764 / -17.270
Expectation value of S²: 2.01
Net charge: +1
Maximum force (eV Å⁻¹): 3.80
Spin multiplicity: 3
ΔE to the lowest compared entry with this formula, charge and spin (kcal per mole): 16.09
Frontier orbital gap (alpha / beta) (eV): 9.05 / 6.95

Structure (XYZ):
```
2
Properties=species:S:1:pos:R:3:lowdin_charge:R:1
Pt -2.88 2.52 -19.31 0.92
Cl -5.17 2.69 -20.31 0.08
```


Record 7
Density functional theory data (ωB97M-V/def2-TZVPD) for a single C4H6N2 molecule at a distorted geometry.

HOMO (eV): -8.969
Net charge: 0
Maximum force (eV Å⁻¹): 1.60
ΔE to the lowest compared entry with this formula, charge and spin (kcal per mole): 69.59
Frontier orbital gap (eV): 9.56

Structure (XYZ):
```
12
Properties=species:S:1:pos:R:3:lowdin_charge:R:1
C 1.37 -0.19 0.07 -0.04
C -0.07 0.23 -0.26 -0.38
C -1.66 -1.49 0.47 0.02
N -1.14 -0.29 0.62 -0.10
C -0.23 1.68 -0.41 -0.18
N -0.44 2.80 -0.58 0.16
H 1.99 -0.02 -0.82 0.09
H 1.40 -1.26 0.30 0.08
H 1.80 0.37 0.90 0.09
H -0.32 -0.20 -1.23 0.14
H -0.99 -1.93 -0.31 0.00
H -1.60 0.38 1.23 0.12
```


Record 8
Density functional theory data (ωB97M-V/def2-TZVPD) for a molecular structure, C32H41MoN11O2S.

HOMO (alpha / beta) (eV): -12.665 / -12.679
Expectation value of S²: 2.03
Net charge: +2
Maximum force (eV Å⁻¹): 0.28
Spin multiplicity: 3
ΔE to the lowest compared entry with this formula, charge and spin (kcal per mole): 0.00
Frontier orbital gap (alpha / beta) (eV): 4.89 / 5.46

Structure (XYZ):
```
88
Properties=species:S:1:pos:R:3:lowdin_charge:R:1
Mo 0.04 0.17 0.07 1.77
N 4.24 -4.45 5.68 0.15
C 3.66 -3.40 5.06 -0.29
C 4.08 -3.01 3.77 -0.01
C 3.48 -1.95 3.14 -0.06
C 2.44 -1.26 3.77 -0.33
C 2.01 -1.64 5.04 -0.05
C 2.61 -2.70 5.68 -0.01
S 1.73 0.09 2.98 0.63
O 0.97 0.89 3.90 -0.27
O 2.66 0.71 2.08 -0.32
N 0.60 -0.56 1.89 -0.25
C -0.59 -1.16 2.25 -0.49
N -1.41 -1.04 1.18 -0.01
C -2.63 -1.56 1.26 -0.08
C -3.03 -2.19 2.42 0.00
C -2.11 -2.24 3.46 -0.05
N -0.88 -1.72 3.39 0.19
H 5.06 -4.89 5.29 0.11
H 4.02 -4.66 6.64 0.11
H 4.89 -3.54 3.29 0.12
H 3.83 -1.63 2.17 0.11
H 1.21 -1.09 5.52 0.12
H 2.28 -2.98 6.67 0.12
H -3.28 -1.45 0.39 0.13
H -4.02 -2.62 2.51 0.12
H -2.37 -2.71 4.40 0.13
C 1.11 -3.12 -0.18 -0.04
C 0.52 -3.50 -1.54 -0.34
C -1.00 -3.66 -1.47 -0.05
C 1.00 -2.52 -2.59 -0.15
C 1.92 -2.97 -3.53 -0.01
C 2.43 -2.13 -4.51 -0.03
C 2.01 -0.81 -4.57 -0.01
C 1.10 -0.31 -3.65 -0.15
C 0.65 1.14 -3.77 -0.38
C -0.41 1.28 -4.88 -0.04
C 1.81 2.10 -4.04 -0.05
C 0.60 -1.18 -2.67 -0.19
N -0.34 -0.63 -1.71 -0.14
C -1.60 -0.37 -2.15 -0.04
C -2.30 0.61 -1.51 -0.28
C -3.61 1.16 -1.54 0.05
C -3.67 2.10 -0.54 0.04
C -2.40 2.12 0.11 -0.19
N -1.58 1.27 -0.50 -0.05
C -1.97 2.88 1.33 -0.53
C -0.45 2.90 1.43 -0.04
C -2.48 4.33 1.25 -0.01
C -2.58 2.19 2.56 0.00
H 0.59 -3.58 0.66 0.09
H 1.05 -2.03 -0.08 0.01
H 2.17 -3.37 -0.11 0.10
H 0.92 -4.47 -1.82 0.14
H -1.50 -2.79 -1.04 0.04
H -1.26 -4.52 -0.85 0.09
H -1.42 -3.84 -2.47 0.09
H 2.24 -4.01 -3.50 0.12
H 3.14 -2.51 -5.23 0.12
H 2.41 -0.17 -5.34 0.12
H 0.19 1.45 -2.83 0.10
H 0.01 0.99 -5.84 0.09
H -0.75 2.31 -4.95 0.09
H -1.28 0.65 -4.70 0.07
H 2.21 1.97 -5.05 0.08
H 2.64 1.96 -3.34 0.06
H 1.46 3.13 -3.97 0.09
H -1.99 -0.93 -3.00 0.16
H -4.39 0.90 -2.23 0.13
H -4.51 2.73 -0.29 0.13
H 0.02 3.41 0.60 0.08
H 0.01 1.89 1.53 0.02
H -0.13 3.37 2.37 0.12
H -2.10 4.84 0.36 0.10
H -2.16 4.88 2.13 0.10
H -3.57 4.36 1.22 0.09
H -2.20 1.17 2.67 0.07
H -3.67 2.15 2.49 0.10
H -2.31 2.74 3.46 0.11
N 4.21 3.50 -0.40 0.18
N 3.48 2.35 -0.54 -0.24
N 4.02 1.23 -1.01 0.18
C 2.97 0.43 -1.06 -0.16
N 1.86 1.07 -0.64 -0.13
N 2.21 2.31 -0.32 0.12
H 5.19 3.25 -0.45 0.12
H 3.96 3.94 0.48 0.12
H 3.01 -0.59 -1.41 0.13
```


Record 9
Density functional theory data (ωB97M-V/def2-TZVPD) for a molecular structure, C35H42BN7O2Sn at a distorted geometry.

HOMO (eV): -0.479
Net charge: -2
Maximum force (eV Å⁻¹): 1.72
ΔE to the lowest compared entry with this formula, charge and spin (kcal per mole): 18.24
Frontier orbital gap (eV): 4.81

Structure (XYZ):
```
88
Properties=species:S:1:pos:R:3:lowdin_charge:R:1
Sn 0.26 -0.72 -1.08 1.29
C -2.76 3.13 2.25 -0.08
C -1.90 1.89 2.02 -0.37
C -0.42 2.25 2.11 -0.06
C -2.22 1.25 0.71 -0.32
C -2.25 1.81 -0.57 -0.04
C -2.63 0.77 -1.39 -0.14
N -2.81 -0.32 -0.62 -0.10
N -2.56 -0.03 0.65 0.13
B -3.33 -1.71 -1.02 -0.61
N -2.61 -2.24 -2.26 -0.05
C -3.06 -2.25 -3.53 -0.11
C -2.19 -3.00 -4.29 -0.04
C -1.19 -3.40 -3.38 -0.31
N -1.47 -2.92 -2.18 0.04
C -0.02 -4.30 -3.64 -0.37
C 1.02 -3.61 -4.52 -0.07
C 0.61 -4.74 -2.32 -0.08
N -3.08 -2.62 0.18 -0.05
C -4.06 -3.10 0.96 -0.10
C -3.47 -3.70 2.06 -0.04
C -2.10 -3.54 1.84 -0.31
N -1.89 -2.88 0.70 0.13
C -0.98 -3.91 2.76 -0.38
C -0.59 -2.66 3.56 -0.07
C -1.34 -5.05 3.71 -0.09
H -2.63 3.52 3.26 0.07
H -3.82 2.89 2.11 0.07
H -2.50 3.92 1.54 0.07
H -2.13 1.14 2.79 0.13
H -0.18 3.00 1.36 0.07
H 0.20 1.38 1.92 0.06
H -0.17 2.64 3.10 0.07
H -2.04 2.82 -0.86 0.09
H -2.79 0.74 -2.45 0.11
H -4.51 -1.67 -1.26 0.11
H -3.97 -1.74 -3.81 0.10
H -2.25 -3.21 -5.34 0.08
H -0.40 -5.19 -4.17 0.13
H 1.46 -2.78 -3.97 0.06
H 0.56 -3.22 -5.43 0.07
H 1.81 -4.30 -4.79 0.07
H 1.06 -3.87 -1.85 0.05
H 1.39 -5.48 -2.50 0.07
H -0.13 -5.15 -1.65 0.07
H -5.09 -2.97 0.71 0.10
H -3.97 -4.17 2.89 0.08
H -0.12 -4.23 2.15 0.12
H -1.44 -2.35 4.16 0.08
H -0.35 -1.85 2.88 0.06
H 0.26 -2.85 4.21 0.07
H -2.16 -4.75 4.37 0.07
H -0.49 -5.30 4.35 0.07
H -1.65 -5.94 3.17 0.07
N 1.63 -1.85 0.71 -0.06
C 3.00 -2.09 0.31 -0.17
C 3.17 -2.19 -1.24 -0.71
O 4.22 -2.68 -1.64 -0.01
O 2.23 -1.77 -1.94 -0.21
H 1.57 -1.46 1.64 0.08
H 1.08 -2.70 0.69 0.06
H 3.42 -3.00 0.74 0.11
H 3.61 -1.23 0.61 0.12
C 1.11 1.26 -0.80 -0.24
C 1.53 2.39 -0.55 -0.23
C 2.02 3.67 -0.24 -0.23
C 3.30 3.71 0.41 -0.18
C 3.77 2.56 1.09 -0.05
C 5.03 2.49 1.63 -0.13
C 5.91 3.56 1.53 -0.15
C 5.47 4.71 0.88 -0.14
C 4.21 4.79 0.33 -0.07
C 1.20 4.79 -0.55 -0.19
C 1.32 6.07 0.05 -0.07
C 0.45 7.09 -0.24 -0.14
C -0.61 6.92 -1.13 -0.16
C -0.77 5.66 -1.71 -0.13
C 0.10 4.64 -1.43 -0.06
H 3.10 1.71 1.17 0.09
H 5.34 1.58 2.14 0.09
H 6.91 3.50 1.93 0.07
H 6.15 5.56 0.79 0.09
H 3.93 5.68 -0.21 0.09
H 2.10 6.24 0.78 0.09
H 0.58 8.05 0.25 0.08
H -1.30 7.72 -1.34 0.07
H -1.60 5.49 -2.39 0.09
H -0.05 3.67 -1.89 0.09
```


Record 10
Density functional theory data (ωB97M-V/def2-TZVPD) for 2 unconnected molecules or ions with the total composition C8H15N2O2 at a distorted geometry.

HOMO (eV): -13.289
Net charge: +1
Maximum force (eV Å⁻¹): 4.92
ΔE to the lowest compared entry with this formula, charge and spin (kcal per mole): 95.63
Frontier orbital gap (eV): 9.52

Structure (XYZ):
```
27
Properties=species:S:1:pos:R:3:lowdin_charge:R:1
C 1.72 0.38 1.99 -0.04
C 1.23 0.54 0.91 0.04
C -1.63 0.88 0.30 -0.12
C 2.20 0.36 3.32 -0.08
C 1.41 -1.92 -1.28 -0.02
C -0.73 -0.87 -2.16 -0.10
C 0.13 -1.01 -0.92 -0.36
C 0.54 0.35 -0.36 -0.25
N -2.52 0.21 0.96 0.05
N 0.82 1.33 -1.27 0.21
O -2.15 1.95 -0.35 0.05
O -3.83 0.67 1.07 0.05
H 2.75 1.26 3.53 0.09
H 1.41 0.32 4.01 0.07
H 3.00 -0.43 3.59 0.14
H 1.40 -2.94 -0.82 0.09
H 1.66 -2.00 -2.36 0.09
H 2.21 -1.47 -0.70 0.06
H -0.21 -0.84 -3.17 0.10
H -1.59 -0.11 -2.16 0.10
H -1.28 -1.91 -2.22 0.13
H -0.49 -1.47 -0.14 0.13
H -2.52 -0.55 1.53 0.14
H 0.57 1.18 -2.19 0.09
H 1.20 2.12 -0.87 0.10
H -1.44 2.48 -0.76 0.13
H -3.85 1.47 0.53 0.10
```


- net charge of number 1 (C5H9NO)?
  0


- Which of these has the highest net charge?
  C32H41MoN11O2S